w:
Below is 2 unconnected molecules or ions with the total composition CH2N2O3Si, with properties calculated with ωB97M-V/def2-TZVPD.

```
! wB97M-V def2-TZVPD RIJCOSX def2/J DEFGRID3
* xyz 0 1
C -0.930 -1.815 -0.097
N -0.736 -2.689 -0.814
N -0.956 1.903 -0.266
O -2.088 1.992 -0.644
O -0.666 0.764 0.400
O 2.262 -0.235 -0.066
Si -1.349 -0.519 1.210
H 1.614 0.432 -0.304
H 2.849 0.166 0.581
*
```

x:
Below is 2 unconnected molecules or ions with the total composition CH2N2O3Si, with properties calculated with ωB97M-V/def2-TZVPD.

```
! wB97M-V def2-TZVPD RIJCOSX def2/J DEFGRID3
* xyz 0 1
C 2.805 0.089 -0.434
N 3.318 1.064 -0.788
N 2.365 -1.041 -0.217
O -0.391 -0.114 -0.568
O 1.730 -1.685 0.590
O -3.230 0.699 0.070
Si -1.630 0.098 0.320
H -3.104 1.376 -0.584
H -1.863 -0.486 1.611
*
```

Computed properties:
- SMILES string = O=[SiH]O.N#CN=O

The relative energies come out as w 0.0; x 22.9, with values in kJ/mol.

w:
Below is 2 unconnected molecules or ions with the total composition C5H14N2O, with properties calculated with ωB97M-V/def2-TZVPD.

```
! wB97M-V def2-TZVPD RIJCOSX def2/J DEFGRID3
* xyz 2 1
C 1.270 -1.343 -0.381
C 0.142 -0.445 -0.872
C -1.137 -0.514 -0.031
C -2.001 0.483 -0.173
N -3.177 0.688 0.689
C -4.391 0.713 0.318
N 2.626 -0.680 -0.567
H 1.212 -1.468 0.699
H 1.329 -2.322 -0.846
H 0.516 0.574 -0.942
H -0.212 -0.731 -1.859
H -1.358 -1.292 0.691
H -1.975 1.279 -0.908
H -2.839 0.856 1.627
H -5.164 0.730 1.078
H -4.626 0.580 -0.732
H 2.745 0.056 0.187
H 3.412 -1.322 -0.532
H 2.737 -0.118 -1.416
H 4.397 1.349 1.104
H 3.003 1.856 1.588
O 3.490 1.071 1.279
*
```

x:
Below is a gas-phase ion, C5H14N2O (charge +2), with properties calculated with ωB97M-V/def2-TZVPD.

```
! wB97M-V def2-TZVPD RIJCOSX def2/J DEFGRID3
* xyz 2 1
C -1.057 1.823 0.681
O -0.408 3.078 0.418
C -0.583 0.923 -0.511
C 0.545 -0.068 -0.227
C 0.150 -1.469 0.258
C 1.010 -2.461 0.412
N 0.539 -3.809 0.795
N -0.163 1.858 -1.675
H -0.709 1.468 1.649
H -2.134 2.028 0.603
H -0.158 3.594 1.193
H -1.445 0.374 -0.957
H 1.108 0.224 0.707
H 1.352 -0.180 -0.991
H -0.921 -1.652 0.253
H 2.092 -2.362 0.306
H 0.746 -3.959 1.790
H 0.838 -4.571 0.179
H -0.465 -3.918 0.644
H -0.469 2.837 -1.662
H -0.307 1.399 -2.582
H 0.854 1.921 -1.660
*
```

Computed properties:
- SMILES string = [NH3+]/C=C/C[C@H]([NH3+])CO

y:
Below is a gas-phase ion, C5H14N2O (charge +2), with properties calculated with ωB97M-V/def2-TZVPD.

```
! wB97M-V def2-TZVPD RIJCOSX def2/J DEFGRID3
* xyz 2 1
C 1.307 -0.025 -1.512
O 2.391 -0.723 -2.040
C 1.203 -0.495 0.010
C 0.211 0.472 0.708
C -1.176 -0.007 0.628
C -2.262 0.734 0.435
N -3.675 0.291 0.557
N 2.702 -0.498 0.621
H 1.406 1.053 -1.572
H 0.318 -0.301 -1.938
H 2.256 -1.124 -2.944
H 0.925 -1.506 0.085
H 0.253 1.448 0.153
H 0.607 0.688 1.792
H -1.189 -1.131 0.746
H -2.076 1.797 0.314
H -4.412 1.034 0.554
H -3.858 -0.048 1.522
H -3.986 -0.251 -0.235
H 2.766 0.439 1.062
H 3.418 -0.541 -0.182
H 2.871 -1.306 1.237
*
```

Computed properties:
- SMILES string = [NH3+]/C=C/C[C@H]([NH3+])CO

The relative energies come out as w 0.0; x 32.6; y 62.5, with values in kJ/mol.

w:
Below is a molecular structure, C3H8N4O, with properties calculated with ωB97M-V/def2-TZVPD.

```
! wB97M-V def2-TZVPD RIJCOSX def2/J DEFGRID3
* xyz 0 1
C -1.302 1.155 0.050
N -0.550 -0.095 0.119
C 1.024 -0.086 0.243
C 0.150 -0.840 -1.267
N 1.418 -1.174 1.059
O -1.188 -0.965 1.033
N 1.733 0.974 0.190
N -0.300 -0.667 -2.401
H -0.422 -1.339 1.532
H 1.616 -2.005 0.517
H 2.219 -0.900 1.617
H 1.276 1.775 -0.231
H -1.201 -0.207 -2.534
H -2.335 0.922 -0.206
H -1.267 1.667 1.012
H -0.873 1.782 -0.729
*
```

x:
Below is C3H8N4O in the gas phase, with properties calculated with ωB97M-V/def2-TZVPD.

```
! wB97M-V def2-TZVPD RIJCOSX def2/J DEFGRID3
* xyz 0 1
C -1.072 1.491 0.622
N -0.573 -1.345 -1.437
N -0.687 0.132 0.294
N -1.190 -0.258 -0.916
C 1.093 -0.163 0.007
N 1.821 0.488 0.967
C 1.161 -0.940 -1.002
O -0.871 -2.461 -0.643
H -0.837 -2.164 0.284
H -1.218 0.475 -1.629
H 2.763 0.140 1.077
H 1.349 0.596 1.853
H 1.775 -1.530 -1.643
H -2.129 1.524 0.895
H -0.491 1.823 1.479
H -0.895 2.193 -0.206
*
```

Computed properties:
- SMILES string = CN1NN(O)C=C1N

The relative energies come out as w 0.0; x 74.1, with values in kJ/mol.

w:
Below is a molecular structure, C39H42BrF4N3O3P2Ti, with properties calculated with ωB97M-V/def2-TZVPD.

```
! wB97M-V def2-TZVPD RIJCOSX def2/J DEFGRID3
* xyz 3 2
Ti -15.129 -13.694 3.406
O -12.415 -15.060 6.020
C -12.998 -14.219 5.395
O -13.625 -14.583 4.204
C -13.129 -12.800 5.856
P -13.382 -11.880 4.292
C -13.515 -10.108 4.667
C -13.009 -9.607 5.872
C -13.071 -8.231 6.128
C -13.613 -7.391 5.146
C -14.019 -7.859 3.926
C -14.031 -9.247 3.695
C -11.771 -11.919 3.401
C -10.670 -12.528 3.946
C -9.525 -12.692 3.208
C -9.455 -12.192 1.902
C -10.565 -11.576 1.339
C -11.747 -11.482 2.050
H -12.338 -12.701 6.580
H -14.010 -12.700 6.475
H -12.556 -10.266 6.571
H -12.642 -7.832 7.069
H -13.652 -6.302 5.322
H -14.322 -7.118 3.200
H -14.422 -9.602 2.741
H -10.684 -12.965 4.946
H -8.712 -13.234 3.647
H -8.581 -12.323 1.286
H -10.559 -11.144 0.323
H -12.639 -10.996 1.620
F -18.680 -7.676 0.866
C -18.401 -8.738 1.608
C -19.151 -9.102 2.707
F -20.268 -8.483 3.009
C -18.672 -10.080 3.525
F -19.376 -10.323 4.665
C -17.559 -10.852 3.225
P -17.106 -12.173 4.292
C -16.605 -11.531 5.939
C -16.335 -12.288 7.051
C -16.074 -11.667 8.249
C -15.979 -10.263 8.357
C -16.152 -9.498 7.173
C -16.484 -10.124 5.993
C -18.659 -13.113 4.465
C -19.354 -13.514 3.301
C -20.482 -14.347 3.378
C -20.959 -14.739 4.629
C -20.298 -14.326 5.769
C -19.197 -13.527 5.708
C -16.918 -10.594 2.010
Br -15.476 -11.661 1.452
C -17.292 -9.532 1.230
F -16.626 -9.178 0.163
H -16.354 -13.389 7.112
H -15.854 -12.210 9.135
H -15.834 -9.783 9.316
H -16.022 -8.455 7.189
H -16.579 -9.544 5.059
H -19.067 -13.165 2.334
H -21.014 -14.646 2.481
H -21.729 -15.502 4.714
H -20.699 -14.606 6.783
H -18.698 -13.259 6.629
N -13.200 -17.303 3.904
C -14.628 -17.695 3.714
C -15.254 -17.257 5.032
C -16.543 -16.429 4.976
N -16.220 -14.986 5.082
C -17.350 -16.863 3.757
C -16.606 -16.522 2.455
N -16.460 -14.997 2.228
C -15.214 -17.222 2.379
H -12.909 -17.465 4.879
H -13.177 -16.281 3.790
H -12.576 -17.803 3.216
H -14.600 -18.787 3.686
H -14.530 -16.676 5.622
H -15.434 -18.179 5.559
H -17.147 -16.675 5.883
H -15.598 -14.844 5.903
H -17.073 -14.544 5.408
H -18.284 -16.310 3.826
H -17.581 -17.986 3.793
H -17.174 -16.897 1.665
H -17.410 -14.607 2.367
H -16.309 -14.858 1.274
H -14.497 -16.512 1.924
H -15.203 -18.038 1.606
C -13.604 -14.453 0.320
O -13.639 -14.018 1.678
H -14.061 -13.764 -0.404
H -14.037 -15.426 0.252
H -12.532 -14.567 -0.014
H -12.839 -13.547 1.910
*
```

x:
Below is a molecular structure, C39H42BrF4N3O3P2Ti, with properties calculated with ωB97M-V/def2-TZVPD.

```
! wB97M-V def2-TZVPD RIJCOSX def2/J DEFGRID3
* xyz 3 2
Ti 0.054 -1.023 0.803
O 2.958 -3.920 0.650
C 2.040 -3.233 0.248
O 1.272 -2.512 1.112
C 1.773 -2.992 -1.216
P 1.420 -1.216 -1.481
C 3.095 -0.501 -1.680
C 3.703 -0.574 -2.938
C 4.939 0.025 -3.142
C 5.583 0.679 -2.103
C 5.030 0.649 -0.829
C 3.780 0.070 -0.639
C 0.546 -1.145 -3.021
C 0.727 -0.090 -3.919
C 0.052 -0.053 -5.149
C -0.822 -1.076 -5.494
C -1.105 -2.055 -4.577
C -0.424 -2.094 -3.362
H 0.879 -3.549 -1.466
H 2.553 -3.322 -1.867
H 3.144 -0.941 -3.811
H 5.412 -0.009 -4.121
H 6.508 1.192 -2.259
H 5.593 1.065 0.001
H 3.350 -0.055 0.349
H 1.411 0.723 -3.711
H 0.208 0.751 -5.812
H -1.314 -1.086 -6.444
H -1.815 -2.820 -4.775
H -0.627 -2.963 -2.771
F -6.548 3.903 2.393
C -5.527 3.235 1.894
C -4.951 3.686 0.695
F -5.413 4.763 0.080
C -3.823 2.997 0.238
F -3.244 3.481 -0.876
C -3.291 1.888 0.893
P -1.888 0.982 0.075
C -0.662 2.277 -0.135
C 0.444 2.007 -0.972
C 1.539 2.850 -0.980
C 1.538 3.980 -0.136
C 0.456 4.261 0.675
C -0.623 3.415 0.693
C -2.587 0.603 -1.575
C -3.652 -0.313 -1.495
C -4.453 -0.634 -2.567
C -4.254 -0.003 -3.812
C -3.227 0.900 -3.891
C -2.387 1.223 -2.818
C -3.914 1.453 2.081
Br -3.504 -0.085 3.122
C -5.020 2.159 2.555
F -5.695 1.756 3.609
H 0.376 1.188 -1.666
H 2.335 2.752 -1.685
H 2.420 4.584 -0.097
H 0.470 5.181 1.257
H -1.422 3.567 1.426
H -3.901 -0.734 -0.522
H -5.274 -1.319 -2.434
H -4.920 -0.175 -4.642
H -3.072 1.495 -4.774
H -1.661 1.969 -2.950
N 3.308 -2.593 3.235
C 2.790 -1.479 4.090
C 2.942 -0.129 3.367
C 1.713 0.722 3.078
N 1.152 0.633 1.700
C 0.576 0.443 4.038
C 0.195 -0.999 4.195
N -0.498 -1.524 2.960
C 1.420 -1.826 4.635
H 4.295 -2.530 2.995
H 2.708 -2.697 2.382
H 3.231 -3.490 3.751
H 3.439 -1.504 4.949
H 3.488 -0.213 2.443
H 3.541 0.551 4.026
H 2.011 1.763 3.258
H 1.853 0.957 1.004
H 0.445 1.377 1.647
H -0.298 1.068 3.859
H 0.879 0.817 5.079
H -0.550 -1.040 4.976
H -1.496 -1.409 3.072
H -0.325 -2.541 2.951
H 1.161 -2.891 4.616
H 1.466 -1.580 5.718
C -2.474 -3.098 0.565
O -1.536 -2.194 -0.018
H -3.075 -2.516 1.261
H -1.947 -3.872 1.060
H -3.112 -3.474 -0.206
H -1.887 -1.949 -0.917
*
```

The relative energies come out as w 35.6; x 0.0, with values in kJ/mol.